{"formula": "C16H20F2N13O6V", "method": "the ωB97M-V functional and the def2-TZVPD basis", "molar_mass_da": 579.4, "e_above_lowest_kcal_mol": 0.0, "multiplicity": 3, "largest_force_ev_per_a": 0.2, "s_squared": 2.017, "e_tot_ev": -79698.307, "charge": -2, "lumo_energy_ev": [3.4, 3.4], "e_homo_ha": [-0.0747, -0.0797], "elements": ["V", "O", "C", "O", "C", "O", "O", "N", "C", "N", "N", "N", "N", "C", "N", "N", "N", "N", "H", "C", "N", "C", "C", "C", "O", "N", "C", "O", "H", "H", "H", "H", "H", "C", "C", "N", "C", "C", "N", "C", "C", "H", "H", "H", "H", "H", "H", "H", "H", "H", "H", "H", "H", "H", "F", "C", "F", "H"], "xyz": [[0.99, -0.03, -0.84], [1.84, -3.16, 1.57], [1.84, -2.27, 0.73], [1.09, -1.22, 0.74], [2.81, -2.25, -0.50], [3.68, -3.09, -0.64], [2.56, -1.26, -1.28], [-2.01, 0.16, -2.65], [-1.56, -1.12, -2.34], [-2.28, -2.21, -2.55], [-1.48, -3.20, -2.10], [-0.36, -2.72, -1.67], [-0.36, -1.38, -1.82], [-1.75, 1.21, -1.79], [-2.56, 2.25, -1.67], [-1.94, 3.03, -0.75], [-0.84, 2.50, -0.37], [-0.67, 1.32, -1.01], [-2.95, 0.17, -3.01], [0.06, 3.50, 5.12], [0.58, 2.95, 3.89], [1.68, 3.49, 3.27], [2.15, 2.98, 2.13], [1.46, 1.84, 1.54], [1.86, 1.41, 0.44], [0.39, 1.32, 2.19], [-0.07, 1.84, 3.32], [-1.06, 1.40, 3.95], [0.62, 4.40, 5.37], [0.16, 2.78, 5.94], [-0.99, 3.73, 5.02], [2.13, 4.34, 3.77], [3.01, 3.40, 1.62], [-2.14, -1.56, 3.42], [-1.23, -1.56, 2.17], [-2.00, -1.13, 1.01], [-3.08, -2.05, 0.73], [-4.04, -2.11, 1.95], [-3.52, -1.15, 2.97], [-3.47, 0.25, 2.42], [-2.51, 0.22, 1.21], [-1.81, -0.80, 4.14], [-2.23, -2.54, 3.90], [-0.81, -2.55, 1.98], [-0.41, -0.88, 2.30], [-2.66, -3.03, 0.51], [-3.61, -1.72, -0.17], [-4.06, -3.10, 2.42], [-5.06, -1.80, 1.71], [-4.13, -1.16, 3.78], [-3.09, 0.89, 3.21], [-4.50, 0.51, 2.16], [-1.67, 0.88, 1.39], [-3.03, 0.55, 0.31], [1.28, 2.28, -2.83], [1.79, 0.98, -2.60], [3.17, 1.18, -2.61], [1.58, 0.44, -3.53]]}